Record 1
Formula: C41H64N2O8
Source: the Open Molecules 2025 dataset
Level of theory: ωB97M-V with the def2-TZVPD basis set

* total charge: 0
* ΔE to the lowest compared entry with this formula, charge and spin: 0.000 eV
* ⟨S²⟩: 2.008
* 2S+1: 3
* frontier orbital gap (spin up / spin down): 7.282 / 8.339 eV
* HOMO energy (spin up / spin down): -8.1859 / -9.2434 eV
* E_LUMO (spin up / spin down): -0.90 / -0.90 eV

CARTESIAN COORDINATES (ANGSTROEM)
C  -7.18  0.50  -1.32
C  -6.40  0.84  -2.56
O  -5.99  2.22  -2.48
C  -4.96  2.58  -3.24
O  -4.67  2.08  -4.28
C  -4.15  3.67  -2.60
C  -2.66  3.33  -2.66
C  -2.38  2.03  -1.90
C  -0.95  1.66  -1.74
C  -0.35  1.40  -0.55
C  -0.99  1.50  0.79
C  -0.60  2.77  1.48
C  0.12  2.73  2.71
O  -1.24  3.07  2.69
C  1.07  1.02  -0.52
O  1.77  1.26  0.42
C  1.58  0.31  -1.70
C  2.63  -0.62  -1.61
C  3.07  -1.28  -2.78
C  2.47  -1.03  -4.04
C  2.87  -1.73  -5.31
C  4.21  -2.46  -5.32
C  4.12  -3.97  -5.16
C  5.38  -4.72  -5.59
O  6.08  -5.35  -4.53
C  1.41  -0.09  -4.09
C  0.97  0.56  -2.93
C  -0.14  1.51  -2.98
O  -0.38  2.13  -3.98
H  -7.62  1.39  -0.89
H  -6.56  0.01  -0.58
H  -7.97  -0.19  -1.57
H  -5.53  0.20  -2.63
H  -7.01  0.65  -3.43
H  -4.36  4.61  -3.09
H  -4.48  3.78  -1.58
H  -2.14  4.15  -2.19
H  -2.38  3.24  -3.69
H  -2.88  2.09  -0.94
H  -2.85  1.22  -2.45
H  -2.07  1.49  0.71
H  -0.63  0.69  1.40
H  -0.39  3.60  0.83
H  0.33  1.78  3.16
H  0.79  3.58  2.77
H  3.10  -0.82  -0.67
H  3.86  -2.00  -2.69
H  2.08  -2.43  -5.54
H  2.86  -1.00  -6.10
H  4.69  -2.26  -6.27
H  4.86  -2.05  -4.55
H  3.28  -4.31  -5.73
H  3.97  -4.20  -4.11
H  5.11  -5.52  -6.27
H  6.04  -4.05  -6.13
H  6.20  -4.71  -3.82
H  0.94  0.15  -5.03
C  3.85  2.73  3.67
C  3.72  2.57  5.20
C  2.66  3.53  5.75
C  3.11  4.99  5.75
C  4.45  5.15  6.47
C  5.54  4.22  5.93
N  5.03  2.82  5.89
O  5.07  2.26  7.04
C  6.01  4.69  4.55
C  6.75  4.26  6.85
C  3.30  1.14  5.47
H  3.12  2.09  3.16
H  3.65  3.74  3.32
H  4.83  2.43  3.32
H  2.41  3.24  6.77
H  1.75  3.41  5.15
H  3.17  5.38  4.73
H  2.35  5.60  6.25
H  4.80  6.18  6.38
H  4.30  4.96  7.53
H  6.69  3.96  4.11
H  6.56  5.63  4.66
H  5.21  4.88  3.85
H  6.49  4.04  7.88
H  7.18  5.26  6.81
H  7.51  3.54  6.53
H  4.06  0.43  5.12
H  2.37  0.94  4.94
H  3.13  0.95  6.53
C  -3.92  -4.53  1.31
C  -4.78  -3.86  0.21
C  -5.58  -4.92  -0.55
C  -4.73  -5.78  -1.48
C  -3.90  -4.90  -2.43
C  -3.07  -3.84  -1.70
N  -3.94  -3.08  -0.74
O  -4.62  -2.18  -1.35
C  -1.88  -4.50  -0.98
C  -2.49  -2.86  -2.69
C  -5.73  -2.90  0.91
H  -4.50  -4.63  2.22
H  -3.58  -5.53  1.04
H  -3.04  -3.92  1.54
H  -6.35  -4.42  -1.14
H  -6.09  -5.55  0.18
H  -4.07  -6.44  -0.91
H  -5.38  -6.43  -2.07
H  -3.23  -5.51  -3.03
H  -4.58  -4.40  -3.12
H  -1.36  -3.77  -0.35
H  -1.18  -4.87  -1.72
H  -2.16  -5.35  -0.36
H  -3.25  -2.41  -3.33
H  -1.78  -3.38  -3.33
H  -1.96  -2.06  -2.18
H  -5.17  -2.12  1.44
H  -6.31  -3.46  1.64
H  -6.42  -2.43  0.22

Record 2
Formula: C41H65BBrCl2N3O3P2Ti
Source: the Open Molecules 2025 dataset
Level of theory: ωB97M-V with the def2-TZVPD basis set

* total charge: 0
* ΔE to the lowest compared entry with this formula, charge and spin: 1.889 eV
* frontier orbital gap: 7.352 eV
* HOMO energy: -7.9955 eV
* E_LUMO: -0.64 eV

CARTESIAN COORDINATES (ANGSTROEM)
Ti  -0.10  -1.01  -0.65
C  2.30  4.89  -0.18
C  1.06  3.99  -0.18
C  -0.16  4.83  -0.54
C  0.84  3.45  1.24
P  1.07  2.41  -1.27
C  2.79  1.84  -0.78
N  2.96  0.40  -0.77
B  2.05  -0.71  -0.67
N  2.92  -1.85  -0.53
C  2.65  -3.23  -0.21
P  0.86  -3.68  -0.46
C  0.96  -4.65  -2.11
C  -0.47  -4.80  -2.62
C  1.73  -3.76  -3.10
C  1.62  -6.02  -2.07
C  0.72  -4.91  1.01
C  0.65  -4.00  2.25
C  -0.60  -5.67  0.91
C  1.87  -5.90  1.21
C  4.24  -1.44  -0.51
C  5.41  -2.15  -0.35
C  6.61  -1.45  -0.35
C  6.63  -0.07  -0.50
C  5.46  0.65  -0.65
C  4.26  -0.04  -0.66
C  1.39  2.90  -3.10
C  2.20  4.17  -3.36
C  2.10  1.72  -3.77
C  0.00  3.05  -3.73
H  2.25  5.55  0.69
H  2.34  5.52  -1.06
H  3.22  4.33  -0.10
H  -0.30  5.63  0.19
H  -1.05  4.20  -0.52
H  -0.07  5.28  -1.53
H  0.72  4.27  1.95
H  1.67  2.84  1.59
H  -0.07  2.85  1.27
H  3.02  2.21  0.22
H  3.50  2.28  -1.48
H  2.92  -3.38  0.84
H  3.29  -3.89  -0.82
H  -0.87  -3.84  -2.95
H  -1.13  -5.21  -1.86
H  -0.49  -5.47  -3.48
H  1.41  -2.71  -3.02
H  1.54  -4.09  -4.11
H  2.81  -3.80  -2.93
H  1.00  -6.73  -1.52
H  2.61  -5.99  -1.62
H  1.73  -6.39  -3.09
H  -0.20  -3.32  2.19
H  1.55  -3.40  2.38
H  0.53  -4.61  3.14
H  -1.41  -4.99  0.71
H  -0.81  -6.17  1.86
H  -0.57  -6.43  0.14
H  2.85  -5.43  1.15
H  1.84  -6.71  0.49
H  1.78  -6.34  2.20
H  5.42  -3.23  -0.22
H  7.54  -1.99  -0.23
H  7.57  0.45  -0.49
H  5.50  1.73  -0.75
H  3.15  4.17  -2.84
H  1.64  5.06  -3.07
H  2.40  4.24  -4.43
H  3.16  1.70  -3.53
H  2.00  1.81  -4.85
H  1.65  0.77  -3.47
H  -0.58  3.84  -3.24
H  -0.54  2.11  -3.64
H  0.09  3.30  -4.78
C  -4.69  3.10  4.39
C  -3.43  2.27  4.63
C  -2.44  3.13  5.42
C  -3.80  1.02  5.44
C  -2.77  1.81  3.34
C  -1.57  1.11  3.37
C  -1.00  0.69  2.20
Br  0.68  -0.24  2.27
C  -1.55  0.90  0.92
O  -0.90  0.43  -0.13
C  -2.77  1.62  0.88
C  -3.33  2.03  2.09
C  -3.59  1.88  -0.38
C  -4.88  1.04  -0.25
C  -2.86  1.50  -1.67
C  -3.97  3.37  -0.50
H  -5.09  3.43  5.34
H  -5.46  2.51  3.89
H  -4.48  3.98  3.78
H  -2.91  3.49  6.34
H  -2.14  4.00  4.83
H  -1.55  2.58  5.69
H  -4.32  1.31  6.36
H  -2.92  0.45  5.71
H  -4.46  0.38  4.86
H  -1.07  0.88  4.30
H  -4.27  2.55  2.03
H  -4.66  0.09  0.23
H  -5.31  0.86  -1.23
H  -5.61  1.55  0.36
H  -2.71  0.43  -1.74
H  -1.89  1.99  -1.72
H  -3.45  1.82  -2.53
H  -4.47  3.74  0.39
H  -4.64  3.50  -1.35
H  -3.08  3.97  -0.67
N  -0.38  -0.77  -3.80
C  -0.15  -0.81  -2.68
Cl  -3.65  -4.23  -0.24
C  -3.37  -2.49  -0.34
Cl  -2.48  -2.11  -1.81
C  -2.51  -2.01  0.90
O  -3.13  -1.71  1.90
O  -1.27  -2.00  0.69
H  -4.35  -2.01  -0.37

Record 3
Formula: C41H65N6O8PS2V
Source: the Open Molecules 2025 dataset
Level of theory: ωB97M-V with the def2-TZVPD basis set

* total charge: -2
* ΔE to the lowest compared entry with this formula, charge and spin: 0.000 eV
* ⟨S²⟩: 3.790
* 2S+1: 4
* frontier orbital gap (spin up / spin down): 3.580 / 6.812 eV
* HOMO energy (spin up / spin down): 0.2947 / -2.9372 eV
* E_LUMO (spin up / spin down): 3.88 / 3.88 eV

CARTESIAN COORDINATES (ANGSTROEM)
V  0.32  0.96  0.19
O  2.72  -2.27  0.03
C  2.14  -1.20  -0.03
O  1.11  -0.84  0.67
C  2.60  -0.11  -1.06
O  3.54  -0.31  -1.82
O  1.88  0.96  -1.07
N  0.61  9.46  -1.57
C  0.13  8.16  -1.30
C  0.85  7.04  -1.70
C  0.36  5.77  -1.46
C  -0.85  5.60  -0.82
C  -1.58  6.70  -0.42
C  -1.09  7.98  -0.66
S  -1.49  3.95  -0.56
O  -1.85  3.45  -1.86
O  -2.57  4.10  0.39
N  -0.25  3.11  -0.04
C  0.30  3.38  1.21
N  0.15  4.49  1.87
C  0.71  4.50  3.14
C  1.34  3.39  3.67
C  1.48  2.26  2.88
N  1.00  2.26  1.59
H  1.62  9.49  -1.63
H  0.29  10.13  -0.89
H  1.81  7.17  -2.20
H  0.94  4.89  -1.74
H  -2.51  6.55  0.11
H  -1.66  8.85  -0.33
H  0.59  5.42  3.71
H  1.74  3.40  4.67
H  1.98  1.36  3.21
O  -0.86  -2.41  -1.09
P  -1.85  -3.41  -0.60
C  -1.21  -5.14  -0.70
C  -0.41  -5.54  0.56
C  0.99  -4.95  0.49
C  1.80  -5.63  -0.63
C  0.88  -6.18  -1.73
C  -0.31  -5.25  -1.96
C  -2.39  -3.03  1.10
C  -3.32  -4.06  1.77
C  -3.24  -3.96  3.30
C  -3.10  -2.50  3.72
C  -1.75  -1.92  3.25
C  -1.22  -2.65  2.01
C  -3.37  -3.33  -1.62
C  -3.00  -3.28  -3.11
C  -4.21  -2.87  -3.95
C  -5.51  -3.57  -3.49
C  -5.21  -4.79  -2.63
C  -4.49  -4.36  -1.34
H  -2.06  -5.81  -0.81
H  -0.35  -6.64  0.60
H  -0.93  -5.23  1.46
H  1.51  -5.05  1.44
H  0.94  -3.87  0.30
H  2.40  -6.45  -0.22
H  2.50  -4.90  -1.05
H  0.52  -7.18  -1.46
H  1.43  -6.30  -2.66
H  -0.90  -5.57  -2.82
H  0.08  -4.26  -2.20
H  -2.95  -2.11  0.93
H  -3.09  -5.08  1.45
H  -4.35  -3.87  1.45
H  -2.38  -4.52  3.66
H  -4.13  -4.43  3.74
H  -3.21  -2.39  4.80
H  -3.93  -1.93  3.27
H  -1.01  -2.01  4.05
H  -1.85  -0.86  3.03
H  -0.67  -3.54  2.31
H  -0.50  -2.02  1.48
H  -3.74  -2.33  -1.37
H  -2.64  -4.27  -3.43
H  -2.18  -2.58  -3.28
H  -4.01  -3.09  -5.00
H  -4.33  -1.78  -3.89
H  -6.12  -3.85  -4.35
H  -6.12  -2.87  -2.89
H  -4.58  -5.49  -3.19
H  -6.12  -5.33  -2.37
H  -4.10  -5.24  -0.82
H  -5.22  -3.91  -0.67
C  -2.84  0.24  -0.90
C  -1.59  0.43  -0.12
O  -1.58  0.56  1.11
H  -3.67  -0.12  -0.28
H  -2.65  -0.40  -1.76
H  -3.09  1.24  -1.29
C  -0.66  2.95  -6.73
C  -0.32  3.96  -5.64
C  0.80  3.49  -4.72
C  0.39  2.35  -3.77
N  1.19  1.14  -3.91
C  0.70  -0.09  -4.15
S  -0.84  -0.40  -4.78
N  1.59  -1.07  -3.87
C  1.25  -2.46  -3.60
C  2.14  -3.47  -4.33
C  1.78  -3.73  -5.80
C  1.96  -2.54  -6.74
H  -1.49  3.29  -7.35
H  -0.93  1.98  -6.30
H  0.20  2.78  -7.38
H  -1.21  4.16  -5.03
H  -0.04  4.92  -6.10
H  1.14  4.34  -4.12
H  1.66  3.17  -5.32
H  -0.66  2.08  -3.91
H  0.49  2.66  -2.73
H  2.00  1.14  -3.30
H  2.43  -0.77  -3.38
H  0.20  -2.60  -3.86
H  1.34  -2.61  -2.52
H  2.07  -4.41  -3.79
H  3.18  -3.14  -4.26
H  0.74  -4.07  -5.85
H  2.39  -4.57  -6.16
H  1.27  -1.74  -6.50
H  1.79  -2.84  -7.78
H  2.98  -2.14  -6.66

Record 4
Formula: C41H65NO19P
Source: the Open Molecules 2025 dataset
Level of theory: ωB97M-V with the def2-TZVPD basis set

* total charge: +1
* frontier orbital gap: 8.163 eV
* HOMO energy: -11.1149 eV
* E_LUMO: -2.95 eV

CARTESIAN COORDINATES (ANGSTROEM)
C  6.30  -3.02  0.19
C  5.92  -1.97  -0.80
O  6.46  -1.87  -1.89
O  4.93  -1.05  -0.48
C  3.89  -1.52  0.36
C  2.67  -0.63  0.16
C  1.57  -1.02  1.06
N  1.71  -1.68  2.14
C  0.44  -1.84  2.87
C  -0.60  -1.69  1.74
P  -0.87  -3.40  1.06
C  -2.63  -3.28  0.58
O  -0.03  -3.49  -0.36
C  0.15  -0.70  0.84
H  5.83  -3.94  -0.13
H  5.92  -2.84  1.18
H  7.36  -3.17  0.25
H  4.20  -1.42  1.39
H  3.60  -2.55  0.17
H  2.32  -0.64  -0.86
H  2.94  0.39  0.42
H  2.55  -2.07  2.55
H  0.33  -2.75  3.43
H  0.36  -0.94  3.47
H  -1.51  -1.23  2.10
H  -2.89  -4.16  0.03
H  -3.18  -3.25  1.51
H  -2.83  -2.40  0.00
H  0.00  -2.66  -0.85
H  -0.11  -0.89  -0.20
H  -0.06  0.34  1.04
O  5.09  -4.20  2.93
C  4.96  -3.65  3.98
O  4.35  -2.43  4.07
C  4.43  -1.94  5.43
C  4.63  -3.18  6.29
C  5.42  -4.09  5.35
H  5.27  -1.25  5.50
H  3.52  -1.41  5.68
H  5.13  -2.97  7.23
H  3.67  -3.64  6.51
H  6.50  -3.91  5.43
H  5.21  -5.15  5.51
O  -2.91  0.26  2.52
C  -3.18  0.78  1.47
O  -2.24  0.99  0.52
C  -2.82  1.73  -0.59
C  -4.32  1.47  -0.49
C  -4.51  1.32  1.02
H  -2.57  2.78  -0.48
H  -2.40  1.37  -1.53
H  -4.91  2.26  -0.94
H  -4.56  0.53  -0.99
H  -4.69  2.28  1.50
H  -5.31  0.63  1.27
O  4.62  4.61  -1.89
C  4.95  3.54  -2.30
O  5.79  2.72  -1.62
C  6.08  1.55  -2.40
C  4.93  1.42  -3.39
C  4.56  2.89  -3.62
H  7.04  1.69  -2.90
H  6.16  0.69  -1.74
H  5.20  0.88  -4.29
H  4.10  0.90  -2.92
H  5.14  3.34  -4.42
H  3.50  3.03  -3.81
O  8.49  -2.17  5.19
C  8.33  -1.08  4.71
O  7.45  -0.17  5.21
C  7.41  0.98  4.34
C  8.72  0.97  3.58
C  9.00  -0.53  3.47
H  6.54  0.89  3.69
H  7.29  1.87  4.95
H  8.66  1.48  2.62
H  9.50  1.45  4.17
H  8.53  -0.97  2.59
H  10.06  -0.76  3.48
O  -2.66  4.81  -1.49
C  -1.64  4.80  -2.12
O  -0.69  3.84  -1.98
C  0.45  4.16  -2.81
C  -0.08  5.10  -3.89
C  -1.20  5.82  -3.15
H  1.20  4.64  -2.18
H  0.86  3.24  -3.21
H  0.68  5.75  -4.30
H  -0.50  4.51  -4.71
H  -0.84  6.71  -2.62
H  -2.02  6.10  -3.80
O  -6.66  4.50  1.00
C  -6.58  5.58  0.50
O  -7.30  6.64  0.93
C  -7.06  7.78  0.09
C  -5.72  7.51  -0.58
C  -5.71  5.99  -0.67
H  -7.88  7.84  -0.64
H  -7.07  8.68  0.70
H  -5.60  8.02  -1.53
H  -4.91  7.84  0.08
H  -6.19  5.64  -1.59
H  -4.72  5.57  -0.58
O  -3.68  -1.62  -2.82
C  -3.80  -2.75  -3.21
O  -3.51  -3.81  -2.43
C  -3.64  -5.04  -3.18
C  -4.58  -4.69  -4.33
C  -4.24  -3.22  -4.58
H  -2.65  -5.34  -3.51
H  -4.05  -5.81  -2.52
H  -4.44  -5.33  -5.20
H  -5.61  -4.77  -4.01
H  -3.40  -3.11  -5.27
H  -5.09  -2.65  -4.93
O  -7.15  -2.58  -3.76
C  -7.75  -2.97  -2.80
O  -8.53  -4.07  -2.82
C  -9.21  -4.22  -1.56
C  -8.36  -3.45  -0.55
C  -7.80  -2.32  -1.42
H  -10.21  -3.82  -1.66
H  -9.28  -5.28  -1.32
H  -8.93  -3.10  0.31
H  -7.55  -4.08  -0.19
H  -8.47  -1.46  -1.47
H  -6.81  -2.01  -1.12